1.
Entry from OMol25: a cluster of 2 separate species, C5H5NO in total in a non-equilibrium geometry (the ωB97M-V functional and the def2-TZVPD basis).

XYZ file:
```
12
Properties=species:S:1:pos:R:3:lowdin_charge:R:1
N 2.259 -1.036 1.042 0.153
C 0.946 2.174 -0.540 0.023
H -0.285 -2.264 -0.334 0.135
H -1.231 1.537 -0.677 0.021
C -0.052 -1.204 -0.177 -0.147
C 1.236 -1.098 0.508 -0.235
O -2.247 -0.298 0.089 0.043
C -0.214 1.865 -0.622 -0.007
H 1.969 2.478 -0.477 0.028
H -1.143 -0.751 1.721 0.136
H -0.001 -0.717 -1.154 0.117
C -1.238 -0.688 0.622 -0.267
```

**Gap between HOMO and LUMO**: 11.239 eV
**LUMO**: 0.014 hartree
**Highest occupied orbital energy**: -10.9 eV
**Largest force on an atom**: 1.07 eV/A
**M**: 95.10 g/mol
**Total energy**: -8800.42068 eV

=====

2.
Entry from OMol25: a cluster of 2 separate species, Cl3HOSi in total in a non-equilibrium geometry (the ωB97M-V functional and the def2-TZVPD basis).

XYZ file:
```
6
Properties=species:S:1:pos:R:3:lowdin_charge:R:1
Si -0.044 -0.876 0.297 -0.516
Cl 0.503 2.217 -0.756 0.048
H -0.938 1.685 -0.358 0.003
Cl 1.063 -1.220 1.843 0.459
Cl 0.655 -1.859 -1.203 0.463
O -1.238 0.053 0.177 -0.457
```

**Gap between HOMO and LUMO**: 10.304 eV
**LUMO**: -0.017 hartree
**Highest occupied orbital energy**: -10.8 eV
**Largest force on an atom**: 3.57 eV/A
**M**: 151.45 g/mol
**Total energy**: -47510.87542 eV

=====

3.
Entry from OMol25: the ion C6H5O5 with charge +1 in a non-equilibrium geometry (the ωB97M-V functional and the def2-TZVPD basis).

XYZ file:
```
16
Properties=species:S:1:pos:R:3:lowdin_charge:R:1
H 2.436 -0.350 1.581 0.170
C -0.892 -0.472 -0.169 -0.192
O 1.309 0.390 -0.040 0.166
C 0.174 1.214 -1.933 -0.153
O -1.426 -0.706 2.173 0.292
O -0.874 2.145 -1.776 -0.012
C 0.733 -1.538 1.415 -0.338
O -1.941 -0.708 -0.700 0.253
H -1.292 -0.981 3.063 0.167
H -0.030 0.774 -3.001 0.188
C 0.250 0.333 -0.759 -0.083
O 1.105 -2.521 1.995 0.209
H -1.585 1.693 -2.187 0.077
C 1.495 -0.340 1.058 0.092
H 1.115 2.001 -1.941 0.209
C -0.577 -0.932 1.222 -0.044
```

**Gap between HOMO and LUMO (spin up / spin down)**: 6.908 / 6.127 eV
**LUMO (spin up / spin down)**: -0.275 / -0.292 hartree
**Highest occupied orbital energy (spin up / spin down)**: -14.4 / -14.1 eV
**Largest force on an atom**: 4.41 eV/A
**M**: 157.10 g/mol
**Total energy**: -16526.63890 eV
**Total charge**: +1

=====

4.
Entry from OMol25: a structure of composition C33H28AgN8OS2SbSe4 (the ωB97M-V functional and the def2-TZVPD basis).

XYZ file:
```
78
Properties=species:S:1:pos:R:3:lowdin_charge:R:1
H -2.418 -2.774 -5.720 0.044
C 0.213 1.147 2.946 -0.166
C 3.390 2.652 5.957 -0.027
C -0.096 2.404 -5.328 -0.262
Se -5.237 -1.567 -5.957 -0.361
H 2.510 6.905 8.441 0.094
Se -1.949 0.246 -7.528 -0.194
H -0.407 -2.026 -6.909 0.024
H 1.855 -2.447 -5.854 0.093
N 0.660 -1.701 -0.026 0.058
C 1.385 0.456 2.823 -0.132
C 0.977 -3.461 -4.188 -0.200
C -1.277 -3.663 -4.116 -0.379
H 0.263 3.879 5.727 0.114
C -1.433 -3.019 -5.344 -0.087
C 2.080 2.796 5.498 -0.152
O 3.632 5.158 8.547 -0.088
C 1.523 1.976 4.416 -0.280
H -2.268 2.383 2.819 0.112
H -3.256 -4.163 -4.042 0.136
C -2.609 -4.321 -2.124 -0.317
H 1.252 3.215 -6.835 0.067
H -4.032 1.764 1.174 0.106
C 0.544 -0.856 1.005 -0.135
H 3.839 -2.668 0.394 0.103
C 3.878 3.448 6.973 -0.007
C 1.626 -0.561 1.847 -0.080
Ag -0.734 -1.191 -1.863 0.464
C 2.828 6.146 9.162 -0.093
S 2.472 1.722 -5.381 0.836
C 1.799 -2.325 -0.222 -0.133
C -0.300 -2.598 -6.000 -0.098
H 0.769 1.518 -7.090 0.027
C 3.062 4.415 7.554 -0.284
C -0.760 -0.158 1.168 -0.148
H 4.894 3.341 7.329 0.117
H -4.243 -5.696 -2.447 0.106
H -0.592 0.992 -3.804 -0.079
C 2.836 -1.235 1.634 -0.012
H 1.832 -2.984 -1.083 0.108
H -3.099 -4.884 1.623 0.083
C 1.025 2.270 -6.344 -0.451
C -3.819 -5.402 -0.360 -0.101
H 4.052 1.913 5.524 0.104
N -1.850 -3.669 -1.253 0.106
C 1.755 4.572 7.107 -0.014
N 0.308 2.091 3.944 0.188
H -3.581 -0.133 -0.417 0.102
Se -2.339 -0.325 -3.608 -0.062
C -2.128 1.569 2.119 -0.008
N -0.106 -3.909 -3.545 0.097
H -1.391 -3.314 0.710 0.084
Sb -3.643 0.266 -5.741 -0.396
N 2.224 0.995 3.772 0.175
Se -4.546 2.493 -5.373 -0.370
C 0.941 -2.816 -5.407 -0.091
N 0.210 1.480 -4.246 -0.082
C 1.439 1.054 -4.109 -1.177
C -2.989 -4.752 0.555 -0.103
H -4.602 -6.071 -0.019 0.094
N -2.428 -4.115 -3.466 0.125
C -2.856 0.155 0.337 -0.108
H 1.101 5.317 7.538 0.101
N -1.736 -0.528 0.334 0.072
C -2.032 -3.895 0.043 -0.168
H 1.946 5.706 9.634 0.093
S 2.046 0.021 -2.931 0.453
H -1.052 2.127 -5.776 0.012
C 1.276 3.764 6.087 -0.013
H -0.169 3.421 -4.930 0.119
C -0.912 0.872 2.096 -0.086
C -3.098 1.222 1.224 -0.033
H 3.698 -1.034 2.260 0.105
H 3.181 0.737 3.939 0.142
H 1.926 -3.628 -3.689 0.083
C 2.921 -2.136 0.601 -0.043
C -3.632 -5.195 -1.708 -0.016
H 3.449 6.611 9.923 0.089
```

**Gap between HOMO and LUMO**: 3.529 eV
**LUMO**: 0.095 hartree
**Highest occupied orbital energy**: -0.9 eV
**Largest force on an atom**: 0.80 eV/A
**M**: 1162.24 g/mol
**Total energy**: -342241.99896 eV
**Total charge**: -2

=====

5.
Entry from OMol25: a structure of composition C11H23IrN3O2SSbSe4 in a non-equilibrium geometry (the ωB97M-V functional and the def2-TZVPD basis).

XYZ file:
```
46
Properties=species:S:1:pos:R:3:lowdin_charge:R:1
C -2.063 -0.867 -0.842 -0.264
C 1.022 0.816 -2.785 -0.620
H -2.934 0.411 2.370 0.064
H -3.586 0.170 0.333 0.069
H 2.309 1.877 -1.397 0.062
C 2.832 3.669 -2.296 -0.123
H -1.524 -2.115 3.465 0.126
Se 4.792 -0.450 3.358 -0.188
H -3.072 1.002 -1.134 0.080
H -0.696 -2.268 -0.326 0.110
Se 2.518 -1.562 0.156 0.095
C 1.640 3.846 -3.226 -0.148
H 2.691 4.116 -1.310 0.122
C -0.940 0.480 3.243 -0.281
Se 2.103 1.998 1.430 0.001
H -2.379 2.011 2.870 0.078
N -0.233 -0.642 2.630 -0.182
N -1.200 -1.518 0.138 -0.168
C 2.296 1.568 -3.350 -0.156
H 0.989 2.489 -4.830 0.123
H 0.617 -0.785 3.175 0.118
H -2.863 -1.533 -1.204 0.129
H 3.744 4.076 -2.740 0.134
H 1.598 4.838 -3.667 0.117
H -0.195 1.264 3.401 0.086
N 2.948 2.203 -2.182 0.022
H 0.711 3.661 -2.685 0.120
C -0.937 -1.924 2.556 -0.183
H -1.358 0.204 4.225 0.128
H 2.941 0.845 -3.852 0.163
H 3.917 1.890 -1.982 -0.018
O 0.867 1.031 -1.542 -0.269
H -2.148 -3.091 1.226 0.130
Ir 0.645 0.057 0.499 0.603
O 0.316 0.170 -3.526 0.064
C -2.726 0.397 -0.297 -0.422
C -1.864 -2.036 1.333 -0.187
C 1.874 2.732 -4.246 -0.121
H -2.785 -1.480 1.507 0.097
H -1.434 -0.606 -1.698 0.100
C -2.072 1.071 2.409 -0.418
H -0.174 -2.701 2.470 0.121
S -1.636 1.502 0.675 0.857
Sb 4.065 0.318 1.161 -0.215
H 2.681 3.010 -4.927 0.121
Se 5.625 1.107 -0.541 -0.076
```

**Gap between HOMO and LUMO (spin up / spin down)**: 6.323 / 5.191 eV
**LUMO (spin up / spin down)**: -0.015 / -0.075 hartree
**Spin multiplicity**: 5
**Expectation value of S²**: 6.02
**Highest occupied orbital energy (spin up / spin down)**: -6.7 / -7.2 eV
**Largest force on an atom**: 1.08 eV/A
**M**: 891.21 g/mol
**Total energy**: -301942.81716 eV

=====

6.
Entry from OMol25: the molecule C20H25NO4 (the ωB97M-V functional and the def2-TZVPD basis).

XYZ file:
```
50
Properties=species:S:1:pos:R:3:lowdin_charge:R:1
C -4.884 -0.368 1.248 -0.007
H -5.955 1.414 1.713 0.105
C -4.397 1.780 0.292 -0.057
C 1.562 2.679 0.293 -0.103
H 4.487 -3.308 0.798 0.082
H 0.492 4.317 1.127 0.095
C -5.153 0.979 1.136 -0.077
C 3.556 -1.320 -0.882 -0.153
H 1.565 -2.668 1.584 0.118
H -2.672 -3.960 0.249 0.095
C -2.497 2.057 -1.348 -0.115
H 1.865 -0.451 -1.924 0.118
H -2.299 -0.550 -0.941 0.102
H 4.017 -1.693 -1.798 0.120
O 2.958 0.956 0.902 0.102
H -1.647 -2.505 0.218 0.083
N -1.173 2.209 -0.772 0.099
C 1.207 -0.719 0.756 -0.085
H 0.767 -0.320 1.674 0.136
O -3.658 -2.277 0.684 -0.077
H -4.611 2.835 0.210 0.105
H 2.916 -1.539 1.755 0.126
C 3.688 -3.619 0.129 -0.072
H -2.786 -2.826 -1.120 0.100
C -3.849 -0.943 0.506 -0.265
H -2.360 1.567 -2.315 0.130
C -3.375 1.217 -0.453 -0.208
C -2.630 -2.911 -0.040 -0.077
C 1.131 4.100 0.270 -0.020
C 2.786 2.278 1.043 -0.427
C 2.647 -0.146 -1.227 -0.083
H 3.127 -4.416 0.612 0.075
H 0.593 4.338 -0.645 0.084
C 2.776 -2.439 -0.193 -0.384
H 4.136 -4.016 -0.779 0.076
H -5.460 -1.002 1.902 0.117
C 2.134 -1.885 1.078 -0.153
C -0.154 1.383 -1.101 -0.425
C 1.965 0.403 0.035 -0.382
O 3.514 2.985 1.685 0.138
C -3.100 -0.142 -0.345 0.029
C 1.064 1.573 -0.277 -0.005
H -1.102 2.759 0.069 0.140
O -0.229 0.556 -1.992 0.074
H -2.930 3.049 -1.498 0.124
H 3.226 0.657 -1.688 0.136
H 0.402 -1.047 0.096 0.113
H 1.983 -2.780 -0.869 0.145
H 4.349 -0.973 -0.217 0.125
H 2.012 4.732 0.359 0.090
```

**Gap between HOMO and LUMO**: 8.933 eV
**LUMO**: 0.006 hartree
**Highest occupied orbital energy**: -8.8 eV
**Largest force on an atom**: 0.91 eV/A
**M**: 343.42 g/mol
**Total energy**: -30827.14051 eV